Entry 1:
The following is a quantum chemistry calculation of a cluster of 2 separate species, C2H7S3 in total in a non-equilibrium geometry, from OMol25.

DFT total energy, Eh: -1274.97951
HOMO-LUMO gap, eV: 5.541
E_LUMO, eV: 3.2807
Energy relative to the best compared isomer or geometry (same formula, charge and spin), kJ/mol: 83.5
F_max, hartree/bohr: 0.0496

```
! RIJCOSX wB97M-V def2-TZVPD def2/J DEFGRID3
* xyz -1 1
S -0.988 0.951 3.575
S 0.520 -0.018 -1.211
S -1.311 -0.794 -0.683
C -0.648 1.180 1.760
C 1.315 -1.125 -2.544
H -1.885 0.012 3.173
H 1.777 -0.394 -3.215
H 2.039 -1.710 -1.992
H -0.053 2.105 1.721
H 0.063 0.398 1.470
H 0.596 -1.757 -3.065
H -1.426 1.153 1.012
*
```

natural (NBO) population analysis, charges in e, atoms 1 to 5:
1 S -0.14
2 S -0.10
3 S -0.75
4 C -0.72
5 C -0.73


Entry 2:
The following is a quantum chemistry calculation of an isolated molecule of C2H8BN in a non-equilibrium geometry, from OMol25.

DFT total energy, Eh: -160.57663
HOMO-LUMO gap, eV: 10.327
E_LUMO, eV: 0.8855
SMILES: BN(C)C
Energy relative to the best compared isomer or geometry (same formula, charge and spin), kJ/mol: 162.2
F_max, hartree/bohr: 0.0666

```
! RIJCOSX wB97M-V def2-TZVPD def2/J DEFGRID3
* xyz 0 1
N -0.038 -0.189 0.202
C -1.107 0.465 -0.559
C 1.173 -0.098 -0.482
B -0.166 -0.527 1.609
H -1.227 -0.301 2.036
H 0.829 -0.964 2.210
H 1.223 -0.628 -1.458
H -1.220 0.246 -1.596
H 1.275 0.945 -0.573
H 2.034 -0.585 0.047
H -0.912 1.612 -0.650
H -1.865 0.186 0.067
*
```

natural (NBO) population analysis, charges in e, atoms 1 to 5:
1 N -0.62
2 C -0.40
3 C -0.40
4 B 0.42
5 H -0.09


Entry 3:
The following is a quantum chemistry calculation of a structure of composition C2H8BN in a non-equilibrium geometry, from OMol25.

DFT total energy, Eh: -160.46206
HOMO-LUMO gap, eV: 7.900
E_LUMO, eV: -0.1462
Energy relative to the best compared isomer or geometry (same formula, charge and spin), kJ/mol: 463.0
F_max, hartree/bohr: 0.1485

```
! RIJCOSX wB97M-V def2-TZVPD def2/J DEFGRID3
* xyz 0 1
N 0.273 -0.014 -0.351
C -0.155 -1.327 -0.141
C -0.722 0.905 -0.658
B 1.590 0.599 0.940
H -0.255 1.900 -0.716
H 1.700 1.777 1.347
H 0.666 -2.109 -0.105
H 2.045 -0.235 1.562
H -1.759 1.140 -0.312
H -0.877 0.718 -1.777
H -1.081 -1.454 -0.748
H -0.450 -1.551 0.910
*
```

natural (NBO) population analysis, charges in e, atoms 1 to 5:
1 N -0.62
2 C -0.42
3 C -0.44
4 B 0.59
5 H 0.20


Entry 4:
The following is a quantum chemistry calculation of a cluster of 2 separate species, C2H8BNO2 in total in a non-equilibrium geometry, from OMol25.

DFT total energy, Eh: -311.01679
HOMO-LUMO gap, eV: 9.429
E_LUMO, eV: 0.4565
SMILES: [NH3+][O-].CCB=O
Energy relative to the best compared isomer or geometry (same formula, charge and spin), kJ/mol: 454.8
F_max, hartree/bohr: 0.1034

```
! RIJCOSX wB97M-V def2-TZVPD def2/J DEFGRID3
* xyz 0 1
O 0.484 0.439 -1.805
O -2.061 0.922 -0.314
N -1.893 1.945 -1.180
C 0.337 -0.190 0.845
C 1.580 -1.168 1.054
B 0.290 0.068 -0.685
H 1.485 -1.662 1.992
H -1.257 2.708 -0.815
H -0.648 -0.620 1.460
H 0.650 0.727 1.371
H -1.233 1.619 -2.117
H 2.516 -0.692 0.961
H -2.709 2.242 -1.661
H 1.633 -1.947 0.325
*
```

natural (NBO) population analysis, charges in e, atoms 1 to 5:
1 O -0.90
2 O -0.69
3 N -0.38
4 C -0.83
5 C -0.60


Entry 5:
The following is a quantum chemistry calculation of a cluster of 2 separate species, C2H8BNO3 in total in a non-equilibrium geometry, from OMol25.

DFT total energy, Eh: -386.43056
HOMO-LUMO gap, eV: 10.864
E_LUMO, eV: 0.6342
SMILES: OB(O)O.C=NC
Energy relative to the best compared isomer or geometry (same formula, charge and spin), kJ/mol: 37.1
F_max, hartree/bohr: 0.0742

```
! RIJCOSX wB97M-V def2-TZVPD def2/J DEFGRID3
* xyz 0 1
O -1.168 -0.549 -1.460
O -2.407 -2.563 -1.031
O -1.175 -1.545 0.690
N 1.012 0.781 0.772
C 2.082 0.320 0.385
C 0.733 2.143 0.526
B -1.609 -1.486 -0.552
H 2.969 0.794 -0.051
H 2.162 -0.698 0.525
H -1.675 -0.539 -2.205
H 1.670 2.656 0.161
H -0.530 -0.791 0.944
H 0.555 2.607 1.463
H -2.326 -3.228 -0.322
H -0.291 2.098 0.155
*
```

natural (NBO) population analysis, charges in e, atoms 1 to 5:
1 O -0.90
2 O -0.92
3 O -0.93
4 N -0.41
5 C -0.05


Entry 6:
The following is a quantum chemistry calculation of a cluster of 2 separate species, C2H8Br2N4O in total in a non-equilibrium geometry, from OMol25.

DFT total energy, Eh: -5522.48323
HOMO-LUMO gap (alpha / beta), eV: 5.086 / 5.087
E_LUMO (alpha / beta), eV: -11.4628 / -11.4613
Energy relative to the best compared isomer or geometry (same formula, charge and spin), kJ/mol: 13.8
F_max, hartree/bohr: 0.0929

```
! RIJCOSX wB97M-V def2-TZVPD def2/J DEFGRID3
* xyz 2 1
Br 0.705 0.227 2.656
Br 1.562 -0.187 4.702
O 1.660 0.606 -0.904
N -0.700 0.029 -0.391
N 1.851 -1.609 -2.132
N -1.221 0.971 0.201
N 0.682 -1.178 -1.735
C 0.534 -0.120 -0.946
C -2.383 0.872 0.936
H -0.712 1.793 0.547
H -2.093 0.998 2.053
H 0.039 -1.932 -1.760
H 1.802 -2.489 -2.566
H 1.680 1.182 -0.172
H 2.607 -0.995 -2.274
H -2.987 0.042 0.803
H -3.026 1.792 0.980
*
```

natural (NBO) population analysis, charges in e, atoms 1 to 5:
1 Br -0.15
2 Br 0.17
3 O -0.60
4 N -0.07
5 N -0.45